1.
ORCA calculation (ωB97M-V/def2-TZVPD) on a single C23H43N3O2 molecule.

Geometry as XYZ:
```
71
Properties=species:S:1:pos:R:3:mulliken_charge:R:1
C -2.0251 -5.1349 -6.4175 -1.28
H -2.5717 -5.4098 -5.5192 0.31
C -0.5671 -4.8198 -6.1027 -0.73
H -0.1038 -5.6852 -5.6226 0.34
H -0.0381 -4.6440 -7.0429 0.38
C -0.3867 -3.5893 -5.2072 0.69
C -0.8864 -3.8361 -3.7832 -0.92
C -0.6977 -2.5967 -2.9140 -0.81
C 0.7780 -2.1812 -2.8696 0.57
C 0.8838 -0.9151 -2.0319 -0.14
O 0.8820 0.2063 -2.4985 -0.69
N 0.9783 -1.1534 -0.7031 0.07
H 0.7769 -2.0781 -0.3436 0.45
C 0.8132 -0.1091 0.2782 -0.72
C -0.2611 -0.5659 1.2718 0.51
O -0.5876 -1.7356 1.3669 -0.71
N -0.7903 0.4268 1.9974 0.06
C -1.7538 0.2328 3.0524 -0.91
C -1.1908 0.5988 4.4374 -0.93
H -2.0213 0.8833 5.0844 0.36
H -0.7144 -0.2756 4.8830 0.47
C -0.1344 1.7134 4.3953 -0.79
N -0.4544 2.7820 3.4638 0.25
C 0.6911 3.6134 3.1317 -0.95
C 0.3823 4.4504 1.8932 -0.48
C -0.8516 5.3110 2.1364 -0.82
C -2.0078 4.4174 2.5725 -0.91
H -2.8877 5.0200 2.8027 0.41
H -2.2624 3.7468 1.7489 0.31
C -1.6421 3.5644 3.7946 0.06
C -1.5413 4.4143 5.0703 -1.61
H -1.3299 3.7869 5.9331 0.37
H -0.7650 5.1699 4.9953 0.34
H -2.4902 4.9158 5.2418 0.43
H -2.4551 2.8476 3.9522 0.38
H -1.1215 5.8477 1.2252 0.41
H -0.6381 6.0537 2.9068 0.32
H 1.2449 5.0730 1.6506 0.39
H 0.1964 3.7834 1.0485 0.10
H 1.5418 2.9579 2.9214 0.56
H 0.9885 4.2725 3.9631 0.44
H 0.8083 1.2727 4.0567 0.39
H 0.0347 2.0778 5.4219 0.50
H -2.6283 0.8523 2.8308 0.36
H -2.0555 -0.8163 3.0309 0.49
H -0.4625 1.3818 1.9167 -0.05
H 0.4808 0.7906 -0.2531 0.88
C 2.1322 0.2043 1.0212 1.67
C 3.1394 0.8289 0.0608 -1.63
H 4.0688 1.0542 0.5792 0.44
H 3.3533 0.1445 -0.7558 0.29
H 2.7452 1.7479 -0.3657 0.38
C 2.7059 -1.0529 1.6702 -1.67
H 3.5707 -0.8008 2.2800 0.45
H 3.0205 -1.7596 0.9065 0.33
H 1.9644 -1.5351 2.3030 0.40
H 1.8977 0.9314 1.8073 -0.67
C 1.2897 -1.9422 -4.2879 -1.09
C 1.0868 -3.1790 -5.1556 -1.04
H 1.4488 -2.9767 -6.1660 0.42
H 1.6748 -4.0079 -4.7523 0.34
H 2.3488 -1.6775 -4.2547 0.44
H 0.7520 -1.0925 -4.7119 0.26
H 1.3610 -2.9782 -2.3955 0.25
H -1.2814 -1.7702 -3.3261 0.33
H -1.0620 -2.7925 -1.9023 0.35
H -1.9444 -4.1019 -3.7957 0.35
H -0.3345 -4.6735 -3.3485 0.29
H -0.9603 -2.7607 -5.6378 0.24
H -2.0878 -5.9652 -7.1174 0.40
H -2.5123 -4.2718 -6.8662 0.31
```

Summary:
E_LUMO	0.75	eV
multiplicity	1
SMILES string	CC[C@H]1CC[C@H](C(=O)N[C@@H](C(=O)NCCCN2CCCC[C@@H]2C)C(C)C)CC1
highest occupied orbital energy	-8.88	eV
molecular weight	393.6	g/mol
E_tot	-33116.75056	eV
energy relative to the best compared isomer or geometry (same formula, charge and spin)	0.0189	eV
HOMO-LUMO gap	9.6	eV

2.
ORCA calculation (ωB97M-V/def2-TZVPD) on a molecular structure, C23H43N4OPPt.

Geometry as XYZ:
```
73
Properties=species:S:1:pos:R:3:lowdin_spin:R:1
C 2.0157 -0.7927 -1.7547 0.04
N 1.4135 -1.2186 -0.5878 0.25
C 1.7714 -2.3664 0.0016 0.05
C 2.8635 -3.1156 -0.3929 0.14
C 3.6205 -2.6644 -1.4752 0.00
C 3.1860 -1.5096 -2.1357 0.16
Pt -0.2618 -0.2924 0.0288 1.34
C 0.8317 -2.7988 1.0997 0.00
N 0.0511 -1.6153 1.6567 0.16
C 0.9301 -0.9688 2.7156 0.02
C 2.1735 -0.2667 2.2178 0.02
C 1.2831 0.1429 -2.4590 0.42
P 0.0183 1.1454 -1.7567 0.24
C -1.0974 1.4265 -3.2406 0.04
C -0.4521 2.3303 -4.2735 0.02
C 0.8136 2.8331 -1.2446 0.07
C -0.2784 3.8923 -1.0641 0.01
C 1.5629 2.6732 0.1033 0.01
C 1.8564 3.2822 -2.2698 0.02
C -1.3281 0.0523 -3.8952 0.02
C -2.4401 2.0295 -2.8471 0.03
C -1.1722 -2.1017 2.3707 0.01
C -2.1614 -2.8264 1.4693 0.00
H 3.1282 -4.0274 0.1307 0.01
H 4.5419 -3.1644 -1.7759 0.00
H 3.7136 -1.1354 -3.0346 0.01
H 1.6771 0.3513 -3.4499 0.01
H 1.9628 3.6620 0.4121 0.00
H 0.8895 2.3254 0.9098 0.01
H 2.4247 1.9782 0.0199 0.00
H 2.3458 4.1890 -1.8882 0.00
H 2.6218 2.5160 -2.4323 0.00
H 1.4132 3.5303 -3.2333 0.00
H 0.1831 4.8043 -0.6646 0.00
H -0.7545 4.1586 -2.0109 0.00
H -1.0535 3.5758 -0.3520 0.00
H -1.0789 2.3010 -5.1635 0.00
H -0.4340 3.3637 -3.9568 0.00
H 0.5448 2.0084 -4.5663 0.00
H -0.3856 -0.4489 -4.1516 0.01
H -1.9155 -0.6260 -3.2742 0.00
H -1.8817 0.2113 -4.8308 0.00
H -2.3427 3.0067 -2.3689 0.00
H -3.0442 2.1166 -3.7590 0.00
H -2.9948 1.3694 -2.1743 0.01
H 0.0901 -3.5462 0.7756 0.00
H 1.3881 -3.2961 1.9141 0.00
H 0.2879 -0.2764 3.2592 0.00
H 1.1856 -1.7649 3.4197 0.00
H -1.6504 -1.2182 2.8183 0.00
H -0.8354 -2.7575 3.1878 0.01
H -3.1178 -2.9066 2.0233 0.00
H -2.3653 -2.2909 0.5109 0.00
H -1.8106 -3.8536 1.2372 0.00
H 2.5564 0.3598 3.0349 0.00
H 2.9653 -0.9740 1.9309 0.00
H 1.9458 0.3877 1.3665 0.01
H -0.7784 -1.4886 -1.0870 0.10
C -3.7637 -1.2314 -1.5714 0.10
H -3.5289 -2.2795 -1.2826 0.06
H -3.8519 -1.3140 -2.6890 0.02
H -4.7456 -0.9583 -1.0942 0.01
O -2.8213 -0.3251 -1.0695 0.77
H -1.2470 -0.7549 -1.3170 0.06
N -2.8278 1.2136 0.9373 0.02
C -3.3050 2.1146 1.8136 0.20
C -2.2395 2.4660 2.6531 0.14
C -1.1293 1.7346 2.2120 0.01
N -1.5176 0.9591 1.1600 0.33
H -3.3076 0.7404 0.1948 0.00
H -4.3352 2.4476 1.8080 0.01
H -2.2447 3.1624 3.4738 0.01
H -0.1235 1.7302 2.6267 0.00
```

Summary:
E_LUMO (spin up / spin down)	-8.76 / -13.82	eV
multiplicity	6
highest occupied orbital energy (spin up / spin down)	-15.45 / -18.64	eV
molecular weight	617.7	g/mol
E_tot	-45056.96431	eV
HOMO-LUMO gap (spin up / spin down)	6.7 / 4.8	eV
charge	+3